# 1
{"formula": "C12H18O2", "method": "ωB97M-V/def2-TZVPD", "smiles": "CCCCC[C@@H](O)c1cccc(O)c1", "total_charge": 0, "spin_multiplicity": 1, "gap_ev": 9.72, "relative_energy_kcal_mol": 28.3, "symbols": ["C", "C", "C", "C", "C", "C", "C", "C", "C", "C", "C", "C", "H", "H", "H", "H", "H", "H", "H", "H", "H", "H", "H", "H", "H", "H", "H", "H", "H", "H", "O", "O"], "coordinates": [[-0.50, -2.53, -0.84], [-1.38, -1.46, -1.61], [-2.46, -0.85, -0.65], [-2.01, -0.11, 0.57], [-1.53, 1.31, 0.29], [-0.36, 1.65, -0.63], [0.93, 1.25, 0.09], [1.34, 1.92, 1.24], [2.41, 1.47, 1.98], [3.13, 0.26, 1.63], [2.63, -0.45, 0.55], [1.63, 0.07, -0.22], [-0.17, -2.25, 0.18], [0.44, -2.88, -1.49], [-1.19, -3.41, -0.75], [-0.73, -0.80, -2.18], [-1.93, -1.84, -2.41], [-3.20, -0.36, -1.24], [-3.11, -1.74, -0.47], [-1.10, -0.58, 0.98], [-2.80, -0.23, 1.32], [-1.28, 1.90, 1.16], [-2.40, 1.80, -0.16], [-0.33, 1.12, -1.64], [-1.19, 3.34, -0.99], [0.62, 2.74, 1.48], [2.57, 1.93, 2.96], [3.97, -0.17, 2.17], [3.89, -1.87, 0.53], [1.34, -0.52, -1.13], [-0.25, 3.04, -0.88], [3.01, -1.77, 0.16]], "nbo_charge": [-0.631, -0.400, -0.410, -0.415, -0.414, 0.077, 0.002, -0.240, -0.190, -0.315, 0.356, -0.299, 0.216, 0.218, 0.205, 0.190, 0.202, 0.205, 0.208, 0.210, 0.225, 0.215, 0.185, 0.178, 0.466, 0.223, 0.218, 0.214, 0.470, 0.224, -0.706, -0.690]}

=====

# 2
{"formula": "C16H37NO9PS", "method": "ωB97M-V/def2-TZVPD", "total_charge": -1, "spin_multiplicity": 1, "gap_ev": 6.28, "symbols": ["C", "C", "C", "C", "O", "P", "N", "C", "C", "C", "C", "S", "O", "O", "O", "O", "H", "H", "H", "H", "H", "H", "H", "H", "H", "H", "H", "H", "H", "H", "H", "H", "H", "H", "H", "H", "H", "O", "C", "O", "C", "C", "C", "H", "H", "H", "H", "H", "H", "H", "H", "O", "C", "O", "C", "C", "C", "H", "H", "H", "H", "H", "H", "H", "H"], "coordinates": [[-4.73, -2.56, 6.79], [-4.23, -1.47, 5.82], [-3.04, -1.96, 5.01], [-3.39, -3.21, 4.15], [-2.81, -3.09, 2.90], [-1.53, -1.83, 2.93], [-2.27, -0.96, 1.56], [-0.35, -2.80, 1.79], [1.03, -2.92, 2.45], [2.22, -2.45, 1.58], [3.09, -1.36, 2.20], [2.68, 0.27, 1.63], [2.56, 0.25, 0.21], [1.67, 0.86, 2.44], [4.04, 1.08, 1.93], [-2.62, -1.01, 4.09], [-4.97, -2.14, 7.77], [-3.96, -3.31, 6.95], [-5.62, -3.06, 6.41], [-5.03, -1.15, 5.15], [-3.88, -0.61, 6.41], [-2.25, -2.18, 5.74], [-4.49, -3.26, 4.05], [-3.12, -4.14, 4.68], [-0.56, -0.78, 3.07], [-0.96, -2.58, 4.04], [-3.03, -1.51, 1.16], [-2.69, -0.11, 1.91], [-0.28, -2.29, 0.83], [-0.79, -3.79, 1.61], [1.22, -3.97, 2.70], [1.03, -2.34, 3.38], [2.89, -3.31, 1.43], [1.88, -2.16, 0.58], [2.98, -1.32, 3.28], [4.15, -1.48, 1.99], [3.94, 1.44, 2.82], [-0.24, -2.55, -2.66], [0.18, -1.51, -3.08], [-0.19, -1.13, -4.34], [0.15, 0.15, -4.86], [1.54, 0.18, -5.47], [1.15, -0.65, -2.31], [0.02, 0.93, -4.12], [-0.59, 0.34, -5.64], [2.30, -0.02, -4.72], [1.74, 1.15, -5.91], [1.63, -0.59, -6.24], [2.15, -1.05, -2.45], [0.90, -0.69, -1.25], [1.15, 0.40, -2.61], [0.22, 2.99, -3.57], [0.67, 4.03, -3.97], [0.32, 4.45, -5.21], [0.70, 5.73, -5.73], [2.08, 5.71, -6.34], [1.68, 4.82, -3.17], [0.59, 6.50, -4.96], [-0.05, 5.94, -6.49], [2.85, 5.48, -5.60], [2.31, 6.68, -6.78], [2.13, 4.95, -7.12], [2.66, 4.38, -3.33], [1.42, 4.71, -2.12], [1.72, 5.88, -3.40]], "nbo_charge": [-0.617, -0.405, 0.085, -0.075, -0.824, 1.501, -1.182, -0.720, -0.410, -0.411, -0.672, 2.374, -0.944, -0.924, -0.899, -0.810, 0.192, 0.202, 0.198, 0.195, 0.191, 0.139, 0.135, 0.136, -0.168, -0.218, 0.357, 0.357, 0.210, 0.210, 0.191, 0.203, 0.201, 0.234, 0.241, 0.233, 0.499, -0.568, 0.797, -0.521, -0.085, -0.635, -0.747, 0.217, 0.182, 0.208, 0.205, 0.207, 0.233, 0.274, 0.223, -0.569, 0.803, -0.508, -0.068, -0.637, -0.746, 0.174, 0.196, 0.209, 0.215, 0.220, 0.246, 0.259, 0.212]}

=====

# 3
{"formula": "C5H11N3", "method": "ωB97M-V/def2-TZVPD", "total_charge": 0, "spin_multiplicity": 1, "gap_ev": 8.70, "relative_energy_kcal_mol": 81.2, "symbols": ["C", "C", "C", "C", "N", "N", "C", "N", "H", "H", "H", "H", "H", "H", "H", "H", "H", "H", "H"], "coordinates": [[0.53, -0.16, -0.63], [0.10, -2.50, -0.07], [-0.30, 2.13, 0.93], [-0.07, 0.59, -1.79], [-0.31, -1.11, -0.04], [0.43, 0.87, 0.79], [-0.53, -0.51, 1.36], [-1.09, -0.68, 2.38], [1.20, 0.76, 1.44], [1.59, -0.42, -0.75], [1.17, -2.64, 0.14], [-0.47, -3.02, 0.70], [-0.12, -2.93, -1.05], [0.16, 2.87, 0.27], [-0.28, 2.48, 1.96], [-1.34, 1.99, 0.63], [-1.12, 0.81, -1.61], [-0.01, -0.04, -2.68], [0.46, 1.52, -1.97]], "nbo_charge": [0.217, -0.409, -0.420, -0.650, -0.531, -0.565, 0.398, -0.553, 0.405, 0.187, 0.167, 0.238, 0.194, 0.194, 0.232, 0.215, 0.231, 0.232, 0.216]}

=====

# 4
{"formula": "C30H28Cl2N4O14S4V", "method": "ωB97M-V/def2-TZVPD", "total_charge": 1, "spin_multiplicity": 1, "gap_ev": 6.30, "relative_energy_kcal_mol": 7.5, "symbols": ["V", "Cl", "C", "C", "C", "Cl", "C", "C", "C", "C", "N", "C", "C", "O", "H", "H", "H", "H", "O", "S", "O", "O", "C", "C", "C", "C", "C", "C", "S", "O", "O", "O", "H", "H", "H", "H", "C", "C", "S", "O", "O", "C", "C", "N", "C", "N", "C", "C", "N", "O", "O", "C", "H", "H", "H", "H", "H", "H", "H", "H", "H", "H", "H", "H", "H", "C", "C", "C", "C", "C", "C", "C", "S", "O", "O", "O", "H", "H", "H", "H", "H", "H", "H"], "coordinates": [[-0.81, 0.99, -0.46], [0.14, 1.08, -4.16], [0.50, -0.53, -3.70], [1.10, -1.35, -4.67], [1.41, -2.64, -4.36], [2.16, -3.62, -5.57], [1.14, -3.18, -3.08], [1.44, -4.51, -2.70], [1.15, -4.92, -1.44], [0.55, -4.01, -0.55], [0.25, -2.78, -0.86], [0.54, -2.35, -2.11], [0.23, -1.02, -2.45], [-0.29, -0.17, -1.49], [1.30, -0.95, -5.65], [1.89, -5.18, -3.42], [1.38, -5.93, -1.12], [0.32, -4.32, 0.47], [-3.92, 1.20, 1.70], [-3.13, 1.60, 0.59], [-2.82, 0.52, -0.41], [-1.76, 2.11, 0.93], [-3.96, 2.88, -0.30], [-5.33, 2.94, -0.12], [-6.08, 3.85, -0.85], [-5.47, 4.69, -1.76], [-4.10, 4.64, -1.96], [-3.33, 3.75, -1.22], [-1.59, 3.77, -1.57], [-0.86, 4.30, -0.47], [-1.37, 4.30, -2.87], [-1.36, 2.19, -1.65], [-5.79, 2.27, 0.60], [-7.15, 3.89, -0.70], [-6.07, 5.38, -2.34], [-3.61, 5.28, -2.68], [0.18, -4.57, 6.11], [1.51, -4.62, 5.35], [1.58, -3.55, 3.95], [0.53, -3.94, 3.03], [2.94, -3.48, 3.49], [1.18, -1.94, 4.57], [-0.28, -1.53, 4.50], [-0.74, -1.28, 3.12], [-0.35, -0.23, 2.37], [-0.83, -0.36, 1.12], [-1.53, -1.54, 1.07], [-1.47, -2.11, 2.28], [-2.14, -3.32, 2.67], [-2.33, -3.51, 3.86], [-2.58, -3.99, 1.77], [0.43, 0.91, 2.90], [0.13, -5.40, 6.80], [-0.66, -4.65, 5.43], [0.09, -3.65, 6.69], [1.68, -5.60, 4.90], [2.37, -4.36, 5.96], [1.82, -1.28, 3.98], [1.52, -1.91, 5.61], [-0.41, -0.61, 5.06], [-0.94, -2.27, 4.92], [-2.05, -1.89, 0.20], [0.43, 0.92, 3.99], [0.00, 1.85, 2.56], [1.47, 0.88, 2.56], [3.52, 4.48, -5.13], [3.22, 3.70, -3.87], [2.48, 4.27, -2.85], [2.18, 3.56, -1.70], [2.64, 2.25, -1.59], [3.38, 1.65, -2.61], [3.68, 2.39, -3.74], [2.28, 1.31, -0.19], [2.31, -0.08, -0.52], [2.94, 1.76, 0.98], [0.69, 1.69, 0.04], [3.43, 5.55, -4.96], [2.81, 4.21, -5.91], [4.52, 4.26, -5.50], [2.11, 5.29, -2.95], [1.60, 4.01, -0.91], [3.72, 0.62, -2.50], [4.26, 1.94, -4.53]], "lowdin_charge": [1.077, 0.856, -0.551, -0.108, -0.571, 0.767, -0.152, -0.006, -0.013, -0.069, 0.150, -0.145, -0.203, -0.135, 0.115, 0.100, 0.118, 0.103, -0.204, 0.627, -0.327, -0.360, -0.213, -0.026, -0.030, -0.027, -0.025, -0.211, 0.613, -0.232, -0.233, -0.426, 0.124, 0.122, 0.122, 0.125, -0.097, -0.287, 0.655, -0.305, -0.292, -0.193, -0.109, 0.087, -0.239, 0.034, -0.009, -0.135, -0.332, 0.085, 0.123, 0.043, 0.087, 0.067, 0.078, 0.115, 0.111, 0.107, 0.121, 0.131, 0.102, 0.137, 0.091, 0.092, 0.080, -0.032, -0.246, -0.008, -0.034, -0.293, -0.049, -0.028, 0.665, -0.233, -0.220, -0.373, 0.083, 0.092, 0.086, 0.128, 0.115, 0.123, 0.125]}